1.
259
Properties=species:S:1:pos:R:3:mulliken_charge:R:1 method="wB97M-V/def2-TZVPD" e_tot_ev=-117796.3270 relative_energy_kj_mol=364.2 homo_ev=-7.5 charge=0
C 2.17572 0.34969 3.79827 -0.60
O 3.38936 -0.07500 3.17244 -0.32
H 2.38961 1.15970 4.49557 0.66
H 1.52864 0.83704 3.06897 -0.01
H 1.57422 -0.46461 4.20225 0.06
H 4.09260 0.43019 3.58696 0.27
C 6.61684 1.38781 -2.86549 -0.68
O 5.41953 1.74497 -3.53090 -0.32
H 6.94271 2.28024 -2.33120 0.49
H 6.50777 0.68054 -2.04331 -0.04
H 7.36923 1.04589 -3.57619 0.40
H 5.27127 1.00553 -4.12490 0.20
C 0.74608 -0.10264 -1.23853 -0.50
O 0.15203 0.90964 -2.02276 0.79
H 0.17855 -1.01352 -1.42906 0.12
H 1.76799 -0.26318 -1.58208 0.07
H 0.76691 0.24952 -0.20719 -0.13
H 0.73854 1.66930 -2.04534 -0.52
C 5.08300 -1.80205 -3.54865 0.69
O 5.20369 -0.90009 -4.67209 -0.62
H 4.02899 -2.05970 -3.44477 -0.27
H 5.50747 -2.80252 -3.63214 0.37
H 5.49482 -1.29250 -2.67752 -0.35
H 4.78372 -1.31025 -5.43170 0.31
C -2.52085 -0.26126 -4.02505 -1.57
C -3.22976 0.24235 -2.75705 1.03
C -3.20873 -0.86358 -1.71507 -0.43
O -3.60003 -0.29372 -0.46370 -0.46
C -3.37230 -1.24069 0.62762 -0.62
N -2.63258 1.37459 -2.21611 1.40
H -2.23082 0.61306 -4.60774 0.25
H -3.19110 -0.90643 -4.59306 0.60
H -1.61685 -0.83730 -3.82741 -0.01
H -4.25189 0.49205 -3.04162 0.25
H -2.25981 -1.34627 -1.48128 -0.37
H -3.85645 -1.72932 -1.85310 0.62
H -3.84989 -0.89974 1.54618 -0.35
H -2.30732 -1.22037 0.85888 0.27
H -3.73566 -2.24671 0.41782 0.44
H -1.63671 1.25645 -2.33615 -0.82
H -2.80276 1.17173 -1.24143 -0.55
C -6.37988 1.24161 1.69473 -1.46
C -6.00172 2.18364 0.52953 1.06
C -6.57195 3.63749 0.61870 -0.71
O -6.38059 4.33225 -0.69403 -0.40
C -6.96949 5.59953 -0.70055 -0.96
N -4.57035 2.24300 0.51194 2.18
H -7.45220 1.05524 1.75379 0.60
H -5.91523 1.59793 2.61410 0.10
H -5.96774 0.24967 1.50952 0.15
H -6.45506 1.69110 -0.33069 0.57
H -6.02686 4.17590 1.39399 0.07
H -7.61101 3.65854 0.94738 0.52
H -8.01439 5.48034 -0.98701 0.30
H -6.56058 6.28738 -1.44066 0.30
H -6.90880 6.12172 0.25430 0.35
H -4.18481 1.35893 0.21211 -1.16
H -4.48158 2.95289 -0.20099 -0.92
C -2.87004 4.93229 -1.54933 2.29
C -3.66892 4.99171 -2.90941 0.16
C -2.80238 4.89718 -4.24017 -0.29
O -3.57806 5.34128 -5.29810 -0.46
C -3.05142 4.88076 -6.52920 -0.66
N -4.56253 3.80475 -2.93297 -0.75
H -2.07554 4.21662 -1.76078 -1.18
H -3.40064 4.61345 -0.65216 -1.54
H -2.42772 5.88049 -1.24379 0.59
H -4.22212 5.92925 -2.96502 0.41
H -2.42903 3.88174 -4.37276 -0.03
H -1.89399 5.49925 -4.21945 0.30
H -3.89616 5.08050 -7.18846 0.29
H -2.70094 3.84869 -6.53933 0.22
H -2.23695 5.51495 -6.87925 0.30
H -3.97085 3.01593 -2.71437 0.32
H -5.15727 3.94551 -2.12889 0.38
C -0.37694 -0.72496 -7.25720 -1.04
C 1.10708 -1.16840 -6.79803 0.32
C 1.17844 -1.82569 -5.38440 0.70
O 0.38598 -3.05561 -5.30181 -0.52
C 0.35148 -3.69705 -4.05470 -0.03
N 1.61717 -2.04143 -7.76118 -0.76
H -0.51311 0.18422 -6.67157 0.02
H -1.10908 -1.46326 -6.93009 0.24
H -0.55316 -0.46585 -8.30119 0.47
H 1.73612 -0.28322 -6.70398 0.20
H 0.72793 -1.17156 -4.63790 -0.34
H 2.22992 -1.97290 -5.13779 -0.25
H -0.40168 -4.48232 -4.11953 0.22
H 0.08273 -3.11410 -3.17376 -0.31
H 1.21939 -4.32189 -3.84405 0.42
H 1.43344 -1.82381 -8.73020 0.27
H 1.00427 -2.84395 -7.78145 0.31
C 1.25212 -3.89953 3.48913 -1.24
C 2.23054 -3.70079 2.25427 0.90
C 1.95240 -2.46016 1.31963 -0.31
O 2.77412 -2.17655 0.12581 0.45
C 2.81858 -3.13816 -0.95912 0.07
N 3.54938 -3.44811 2.81700 -0.84
H 1.59917 -4.80499 3.98693 0.33
H 0.25920 -3.99125 3.04891 -0.06
H 1.27939 -3.07288 4.19907 0.27
H 2.23447 -4.63144 1.68684 0.33
H 1.90303 -1.51056 1.85249 -0.35
H 0.95514 -2.64489 0.92031 0.20
H 3.83475 -3.41937 -1.23558 0.22
H 2.33255 -2.66992 -1.81505 -0.23
H 2.33298 -4.07065 -0.67146 -0.29
H 4.10026 -3.18030 2.01393 0.16
H 3.48590 -2.54799 3.27071 0.24
C 1.09018 2.94925 -4.70495 -1.97
C 1.64598 3.88739 -3.69343 1.79
C 0.52605 4.99972 -3.33044 -0.86
C 0.98013 5.88913 -2.14296 -1.52
C 1.14930 5.05158 -0.90014 -0.17
C 2.21055 3.91824 -1.08820 1.81
N 1.91336 3.19811 -2.38791 0.22
O 2.69521 2.07766 -2.61290 1.01
C 3.69651 4.48150 -0.99289 -1.76
C 2.00903 2.94281 0.03755 -0.92
C 2.80915 4.59487 -4.35110 -1.76
H 0.38730 3.45071 -5.37022 0.46
H 0.36599 2.30795 -4.20256 -0.05
H 1.88521 2.32382 -5.11101 0.38
H 0.28644 5.64643 -4.17452 0.93
H -0.35534 4.41994 -3.05639 -0.62
H 0.12574 6.53238 -1.93233 0.56
H 1.72964 6.62864 -2.42484 0.55
H 0.16519 4.70413 -0.58564 -0.74
H 1.43458 5.74957 -0.11304 0.32
H 4.29618 3.62957 -1.31337 0.21
H 3.73144 5.34102 -1.66230 0.39
H 3.91912 4.69086 0.05340 0.47
H 2.63147 2.05719 -0.09029 0.09
H 2.19263 3.26127 1.06370 0.85
H 0.97243 2.61210 0.10223 -0.75
H 2.56273 4.75076 -5.40137 0.46
H 3.73552 4.02478 -4.28084 0.21
H 3.21112 5.49273 -3.88168 0.35
H 3.49913 2.51050 -2.90948 -0.07
C -0.40113 -5.44340 0.48490 -0.79
C -1.23080 -6.03111 -0.69451 2.38
C -0.21883 -6.74279 -1.66694 -1.04
C 0.20938 -8.28500 -1.44385 -0.97
C -1.13629 -9.01078 -1.17774 -1.51
C -2.10562 -8.41064 -0.08467 1.77
N -2.39022 -6.98251 -0.32132 0.13
O -3.16189 -6.46727 0.66548 -0.46
C -3.38835 -9.26876 -0.26073 -1.89
C -1.46202 -8.73159 1.29615 -1.68
C -1.90848 -4.90410 -1.42993 -1.77
H -0.85160 -4.56174 0.94078 0.20
H 0.44609 -4.88440 0.08761 -0.20
H -0.02949 -6.21410 1.16019 0.20
H -0.46863 -6.53773 -2.70793 0.67
H 0.79527 -6.35069 -1.58982 -0.12
H 0.80405 -8.40403 -0.53815 0.35
H 0.71222 -8.73210 -2.30138 0.47
H -0.96692 -10.03706 -0.85190 0.57
H -1.72050 -9.08749 -2.09476 0.42
H -3.14949 -10.29754 -0.53028 0.41
H -3.97813 -9.27934 0.65586 0.42
H -4.08904 -8.85145 -0.98392 0.42
H -0.59376 -8.12791 1.56031 0.31
H -2.16180 -8.43638 2.07798 0.38
H -1.33807 -9.80263 1.45622 0.40
H -2.45725 -4.29232 -0.71392 0.38
H -2.51454 -5.32947 -2.22984 0.61
H -1.15677 -4.17484 -1.73196 -0.27
H -4.06792 -6.57844 0.36824 0.35
C 6.75622 -0.52836 2.42484 -1.87
C 6.81274 -0.06088 0.99263 2.08
C 8.10824 0.90345 0.90027 -1.15
C 9.43114 0.10359 0.70492 -0.83
C 9.36241 -0.88535 -0.42073 -0.92
C 8.16210 -1.88498 -0.25077 0.80
N 6.89993 -1.22122 0.09450 1.38
O 5.80608 -2.00385 0.06588 -0.14
C 8.08564 -2.64913 -1.61900 -1.89
C 8.45144 -2.95831 0.79486 -1.54
C 5.50548 0.71901 0.69455 -1.90
H 6.58246 0.31833 3.08896 0.54
H 7.69157 -0.90893 2.83516 0.36
H 5.92203 -1.19177 2.65310 -0.05
H 7.83080 1.64579 0.15189 0.40
H 8.30976 1.40785 1.84529 0.32
H 9.56073 -0.52169 1.58828 0.37
H 10.28736 0.76457 0.57045 0.43
H 10.24739 -1.49690 -0.59659 0.43
H 9.13019 -0.31716 -1.32147 0.26
H 7.99167 -1.97994 -2.47426 0.36
H 8.95980 -3.28898 -1.73956 0.50
H 7.19770 -3.26302 -1.76997 0.29
H 8.65919 -2.48397 1.75400 0.32
H 7.56626 -3.58897 0.87745 0.28
H 9.29964 -3.60033 0.55721 0.47
H 4.57575 0.21665 0.96166 -0.01
H 5.41949 1.16974 -0.29415 0.04
H 5.43084 1.55095 1.39486 0.74
H 5.35770 -1.57001 -0.66373 -0.10
C -1.84990 1.87602 2.35761 -0.73
C -1.72311 3.12194 3.19496 2.63
C -0.38895 3.73491 2.62437 -0.18
C -0.17683 5.14924 3.02255 -1.39
C -1.40860 5.92486 2.50765 -0.80
C -2.75763 5.51006 3.06678 1.42
N -2.87534 4.06177 2.85721 1.82
O -4.13393 3.54498 3.01604 -0.68
C -2.90429 5.86966 4.60880 -1.69
C -3.79436 6.26995 2.15264 -1.73
C -1.56382 2.88924 4.69366 -1.94
H -1.67091 1.90504 1.28280 -0.37
H -2.84980 1.45127 2.44649 -0.13
H -1.16062 1.13845 2.76869 -0.17
H 0.42629 3.14369 3.04145 0.02
H -0.37774 3.72520 1.53447 -0.59
H 0.73320 5.44936 2.50304 0.59
H -0.04486 5.28993 4.09535 0.35
H -1.45187 5.69334 1.44340 -0.36
H -1.21567 6.99427 2.59256 0.60
H -3.24703 6.89673 4.73431 0.48
H -3.68417 5.17492 4.92064 0.29
H -2.02788 5.62723 5.20982 0.23
H -3.66536 7.35170 2.11744 0.46
H -3.88825 5.91107 1.12770 -0.04
H -4.80497 6.16636 2.54764 0.49
H -0.86558 2.07000 4.86515 0.23
H -2.55063 2.63299 5.07920 0.41
H -1.19574 3.75104 5.25038 0.34
H -4.23419 3.05621 2.19589 -0.15
C -1.58826 -0.84564 4.80504 -0.37
C -2.30388 -1.93820 5.47602 1.53
C -2.31114 -1.56972 7.00550 -1.31
C -3.36046 -0.58498 7.33374 -0.24
C -4.73120 -1.06594 6.93010 -1.39
C -4.89144 -1.41850 5.39921 1.65
N -3.68961 -2.21707 4.98246 0.36
O -3.80116 -2.88421 3.76071 -0.17
C -6.22723 -2.21984 5.28230 -2.00
C -4.95089 -0.15537 4.50717 -1.06
C -1.46695 -3.28177 5.40664 -1.99
H -2.19868 0.05209 4.70718 -0.63
H -0.58022 -0.62410 5.15559 0.45
H -1.42488 -1.09989 3.75778 0.03
H -2.49075 -2.47202 7.59005 0.42
H -1.37655 -1.10216 7.31540 0.44
H -3.31067 -0.52124 8.42073 0.42
H -3.07497 0.34498 6.84204 0.09
H -5.30203 -0.15543 7.11234 0.41
H -5.16023 -1.89336 7.49525 0.40
H -7.12989 -1.84702 5.76635 0.34
H -6.03719 -3.26111 5.54257 0.49
H -6.46284 -2.27565 4.21952 0.38
H -4.80989 -0.44999 3.46726 -0.46
H -4.27536 0.65452 4.78255 0.11
H -5.91062 0.34764 4.62551 0.75
H -2.10380 -4.02689 5.88344 0.62
H -1.27814 -3.60408 4.38264 0.21
H -0.48147 -3.21679 5.86785 0.37
H -3.88321 -3.78386 4.08551 0.25

***

2.
141
Properties=species:S:1:pos:R:3:mulliken_charge:R:1 method="wB97M-V/def2-TZVPD" e_tot_ev=-282906.4344 relative_energy_kj_mol=12.9 homo_ev=-4.5 charge=-1
Rb -0.18625 -0.95690 -0.49639 0.55
O -2.62677 3.14267 1.22766 0.14
C -3.86534 3.44875 0.74676 -0.14
C -4.83876 4.16031 1.43174 -0.58
C -6.03625 4.45676 0.80013 -0.84
C -6.26248 4.03497 -0.49712 -0.94
C -5.33155 3.23299 -1.13744 -0.41
C -4.13327 2.91146 -0.51995 -0.48
P -2.86447 1.71527 -1.13334 2.08
C -3.96543 0.94053 -2.38525 0.82
C -4.72748 -0.10443 -1.87130 -0.95
C -5.69959 -0.71784 -2.63713 -0.42
C -5.91779 -0.29677 -3.93842 -0.82
C -5.15374 0.73254 -4.46449 -0.75
C -4.18181 1.35159 -3.69530 -0.40
C -1.85526 2.84391 -2.13998 0.42
C -1.14718 2.30366 -3.20885 0.46
C -0.32050 3.11403 -3.96237 -0.75
C -0.16051 4.45113 -3.63334 -0.82
C -0.83300 4.98187 -2.54690 -0.89
C -1.68557 4.18246 -1.80720 -0.61
C -1.83259 3.98254 1.95581 0.02
C -2.11250 5.27593 2.36428 -1.33
C -1.18366 5.94348 3.15153 -0.82
C 0.01083 5.34665 3.50701 -1.04
C 0.32729 4.09019 3.01420 0.23
C -0.58272 3.40661 2.22608 -0.70
P -0.37822 1.78944 1.37869 1.91
C -1.34957 0.82469 2.61171 0.92
C -1.37908 1.15611 3.96575 -0.24
C -2.20118 0.46331 4.83771 -1.15
C -2.99448 -0.57453 4.37342 -0.70
C -2.96265 -0.91834 3.03289 -0.94
C -2.15661 -0.21258 2.15602 0.55
C 1.35859 1.47212 1.85039 0.54
C 1.75763 0.36748 2.58855 -0.17
C 3.09587 0.17231 2.88468 -0.01
C 4.05358 1.05229 2.40909 -0.61
C 3.66589 2.13720 1.63665 -1.23
C 2.32901 2.34606 1.35687 -0.45
H -4.67909 4.45277 2.45765 0.68
H -6.79142 5.01960 1.32901 0.42
H -7.17780 4.30418 -1.00349 0.45
H -5.53963 2.86628 -2.13085 0.54
H -4.55306 -0.41411 -0.84756 0.46
H -6.29135 -1.51901 -2.21764 0.50
H -6.68498 -0.76795 -4.53798 0.43
H -5.33232 1.06089 -5.47901 0.41
H -3.60558 2.16509 -4.11397 0.49
H -1.25162 1.24935 -3.42304 -0.16
H 0.21643 2.71261 -4.80848 0.43
H 0.50108 5.07577 -4.21563 0.38
H -0.68049 6.01836 -2.27544 0.44
H -2.21399 4.59962 -0.96302 0.49
H -3.02054 5.77936 2.06790 0.69
H -1.40656 6.94297 3.49252 0.41
H 0.70998 5.86255 4.14914 0.44
H 1.28461 3.64451 3.24186 0.56
H -0.74723 1.95003 4.34179 0.42
H -2.21370 0.72901 5.88664 0.44
H -3.62161 -1.12220 5.06197 0.37
H -3.56576 -1.73737 2.66867 0.42
H -2.14889 -0.46993 1.10248 -0.19
H 1.01827 -0.33801 2.93794 -0.42
H 3.37961 -0.68768 3.47541 0.43
H 5.10027 0.90100 2.63516 0.34
H 4.40589 2.82144 1.24128 0.42
H 2.03093 3.19566 0.75453 0.84
Cl 5.20388 -1.59255 -5.78549 -0.35
C 4.01086 -1.03441 -4.63391 0.70
C 4.06417 0.27689 -4.22015 -0.58
C 3.14282 0.73722 -3.30683 -0.03
I 3.25818 2.73176 -2.59798 -0.07
C 2.09075 -0.02585 -2.74984 0.38
O 1.24976 0.45364 -1.96652 -0.34
C 2.09868 -1.42709 -3.17551 -0.92
N 1.19527 -2.23241 -2.61243 1.08
C 1.17158 -3.50201 -2.92522 -0.80
C 2.03472 -4.08072 -3.86652 -1.08
C 2.97145 -3.28220 -4.46591 -1.17
C 3.05013 -1.91789 -4.11904 0.53
H 4.82645 0.93390 -4.61097 0.51
H 0.43549 -4.10253 -2.40316 0.45
H 1.96169 -5.13402 -4.10382 0.43
H 3.66720 -3.67416 -5.19602 0.47
Br -6.05319 -5.56425 -2.89194 -0.20
C -4.63450 -4.33190 -2.53621 -0.25
C -4.08316 -4.23154 -1.26870 -0.71
C -3.07285 -3.28954 -1.09168 -0.38
N -2.61659 -2.52185 -2.05707 0.69
C -3.13356 -2.64190 -3.28013 0.15
C -4.16773 -3.54347 -3.56300 -0.87
C -2.55008 -1.81613 -4.33511 1.19
C -3.23318 -1.55827 -5.53208 -1.10
C -2.58938 -0.80886 -6.48989 -0.52
Br -3.49506 -0.39594 -8.11971 -0.19
C -1.30386 -0.33990 -6.27628 -0.83
C -0.72535 -0.64262 -5.04751 -0.26
N -1.32484 -1.34252 -4.11393 0.60
H -4.42446 -4.85058 -0.45536 0.55
H -2.59892 -3.16965 -0.12366 0.22
H -4.58292 -3.62863 -4.55305 0.60
H -4.23737 -1.90959 -5.69978 0.37
H -0.78038 0.23117 -7.02399 0.55
H 0.27243 -0.30129 -4.80604 0.42
F 2.64791 -1.79558 8.43542 -0.28
C 2.22931 -3.03225 8.09342 0.87
F 1.39662 -3.40890 9.10296 -0.27
F 3.31240 -3.82992 8.22023 -0.29
C 1.58922 -3.09458 6.75290 0.25
C 1.58904 -4.28048 6.01738 -0.74
C 0.99646 -4.32353 4.77465 -0.91
C 0.38921 -3.18000 4.21917 0.72
C 0.35539 -2.01326 5.00665 0.26
C 0.94372 -1.96581 6.24505 -0.60
C -0.16366 -3.15379 2.92428 -0.31
C -0.63759 -3.01091 1.79965 -1.08
H 2.06605 -5.16081 6.43191 0.40
H 0.99797 -5.24735 4.21042 0.51
H -0.15357 -1.14636 4.61617 0.23
H 0.90966 -1.06171 6.83643 0.44
C 7.16222 0.69571 0.12935 -1.02
C 6.51827 -0.59077 -0.38193 -0.75
N 5.11913 -0.64203 -0.01417 0.41
C 4.44976 -1.65866 0.57649 -0.35
S 2.84921 -1.88892 0.24424 -0.03
N 5.07167 -2.52550 1.42992 -0.02
C 6.04875 -2.18883 2.44902 0.00
C 6.77776 -3.45963 2.86150 -1.48
H 8.21160 0.73439 -0.14974 0.42
H 7.08984 0.75887 1.21216 0.22
H 6.65130 1.55476 -0.29792 0.26
H 7.02782 -1.47435 0.00729 0.46
H 6.59659 -0.62430 -1.47561 0.37
H 4.51417 -0.05886 -0.57892 -0.19
H 4.39711 -3.20324 1.76983 0.35
H 5.55378 -1.75931 3.32977 0.12
H 6.74557 -1.44855 2.06257 0.14
H 6.06791 -4.16310 3.29171 0.34
H 7.54715 -3.24808 3.59984 0.41
H 7.24018 -3.91929 1.99173 0.35